No. 1
Entry from OMol25: the molecule C24H28N2O7 (the ωB97M-V functional and the def2-TZVPD basis).

Cartesian coordinates (Å):
1 C 4.97 4.23 1.35
2 C 3.47 4.33 1.10
3 O 2.95 3.13 0.54
4 C 3.08 2.98 -0.80
5 O 3.59 3.83 -1.50
6 C 2.53 1.71 -1.25
7 C 2.41 1.41 -2.57
8 C 2.81 2.30 -3.69
9 N 1.93 0.18 -2.92
10 C 1.83 -0.88 -2.05
11 C 1.66 -2.20 -2.72
12 C 1.94 -0.66 -0.72
13 C 1.93 -1.73 0.28
14 O 1.86 -2.92 0.06
15 O 2.06 -1.24 1.53
16 C 1.97 -2.18 2.60
17 C 0.52 -2.35 3.04
18 C 1.95 0.78 -0.22
19 C 0.48 1.11 0.00
20 O -0.27 1.50 -0.86
21 O 0.10 0.89 1.26
22 C -1.29 0.89 1.48
23 C -1.88 -0.37 0.83
24 O -1.17 -1.18 0.27
25 N -3.23 -0.49 0.94
26 C -4.10 0.49 1.58
27 C -5.52 -0.09 1.49
28 C -5.34 -1.37 0.73
29 C -6.28 -2.30 0.34
30 C -5.86 -3.42 -0.35
31 C -4.51 -3.61 -0.64
32 C -3.56 -2.68 -0.25
33 C -3.99 -1.56 0.44
34 H 5.32 5.13 1.84
35 H 5.49 4.11 0.40
36 H 5.19 3.37 1.99
37 H 3.26 5.17 0.42
38 H 2.92 4.47 2.03
39 H 3.90 2.36 -3.74
40 H 2.46 3.31 -3.51
41 H 2.43 1.93 -4.64
42 H 1.82 -0.02 -3.91
43 H 1.55 -2.99 -1.98
44 H 2.52 -2.42 -3.35
45 H 0.77 -2.17 -3.35
46 H 2.58 -1.77 3.40
47 H 2.38 -3.14 2.26
48 H 0.13 -1.40 3.40
49 H -0.08 -2.68 2.19
50 H 0.46 -3.09 3.83
51 H 2.47 0.85 0.73
52 H -1.74 1.78 1.04
53 H -1.44 0.88 2.56
54 H -4.02 1.45 1.05
55 H -3.79 0.64 2.62
56 H -5.95 -0.27 2.47
57 H -6.20 0.59 0.96
58 H -7.32 -2.15 0.57
59 H -6.58 -4.16 -0.67
60 H -4.20 -4.49 -1.18
61 H -2.51 -2.83 -0.47

Output
DFT total energy, eV: -42656.8523
HOMO energy, eV: -7.967
SMILES: CCOC(=O)C1=C(C)NC(C)=C(C(=O)OCC)C1C(=O)OCC(=O)N1CCc2ccccc21
Charge: 0
Gap between HOMO and LUMO, eV: 8.576

***

No. 2
Entry from OMol25: the molecule C24H28N4O4 (the ωB97M-V functional and the def2-TZVPD basis).

Cartesian coordinates (Å):
1 C 0.25 8.74 2.44
2 O 0.58 7.79 1.46
3 C 1.27 6.67 1.97
4 C 1.57 5.75 0.78
5 C 2.80 6.22 0.00
6 N 1.67 4.36 1.15
7 C 2.45 3.80 2.14
8 C 3.31 4.56 3.08
9 C 2.28 2.45 2.10
10 C 1.36 2.15 1.06
11 C 0.90 0.84 0.66
12 O 0.11 0.62 -0.24
13 C 1.48 -0.33 1.47
14 N 0.94 -1.56 0.96
15 C 1.51 -2.20 -0.15
16 O 2.59 -1.96 -0.62
17 N 0.63 -3.18 -0.51
18 C -0.63 -3.05 0.17
19 C -1.75 -2.53 -0.76
20 C -1.97 -3.48 -1.89
21 C -1.50 -3.35 -3.16
22 N -1.86 -4.45 -3.91
23 C -2.56 -5.31 -3.12
24 C -3.14 -6.54 -3.41
25 C -3.79 -7.19 -2.39
26 C -3.89 -6.64 -1.11
27 C -3.33 -5.42 -0.82
28 C -2.65 -4.73 -1.83
29 C -0.32 -2.00 1.23
30 O -1.04 -1.61 2.11
31 C 1.01 3.37 0.49
32 C 0.08 3.61 -0.64
33 H -0.40 8.30 3.21
34 H 1.15 9.13 2.93
35 H -0.27 9.55 1.94
36 H 2.18 7.00 2.47
37 H 0.63 6.14 2.70
38 H 0.70 5.85 0.12
39 H 2.95 5.60 -0.88
40 H 3.70 6.16 0.61
41 H 2.66 7.25 -0.31
42 H 2.71 5.10 3.82
43 H 3.95 3.86 3.61
44 H 3.95 5.28 2.57
45 H 2.76 1.75 2.75
46 H 2.57 -0.35 1.36
47 H 1.20 -0.22 2.52
48 H 0.71 -3.65 -1.39
49 H -0.93 -4.00 0.63
50 H -2.66 -2.42 -0.16
51 H -1.45 -1.55 -1.13
52 H -0.94 -2.55 -3.60
53 H -1.65 -4.58 -4.88
54 H -3.06 -6.97 -4.40
55 H -4.25 -8.15 -2.58
56 H -4.42 -7.18 -0.34
57 H -3.41 -4.99 0.17
58 H -0.29 2.65 -0.99
59 H -0.77 4.22 -0.33
60 H 0.58 4.11 -1.47

Output
DFT total energy, eV: -39494.7987
HOMO energy, eV: -8.032
SMILES: COC[C@@H](C)n1c(C)cc(C(=O)CN2C(=O)N[C@H](Cc3c[nH]c4ccccc34)C2=O)c1C
Charge: 0
Gap between HOMO and LUMO, eV: 8.696